1.
Density functional theory data (wB97M-V/def2-TZVPD) for an isolated molecule of C4H9N in a non-equilibrium geometry.

Last column: Löwdin charge in e.
Cartesian coordinates (Å):
N (-1.1980, 1.5139, -0.7303)  -0.011
C (-0.0870, 1.0388, 0.1032)  -0.270
C (-0.8821, -1.2931, -0.3236)  0.028
C (0.0614, -0.4582, 0.0721)  -0.398
C (1.3684, -0.9596, 0.6241)  -0.091
H (-0.7564, -2.3843, -0.2359)  0.067
H (2.2767, -0.4045, 0.2240)  0.090
H (1.4237, -0.7943, 1.7304)  0.088
H (-0.3059, 1.3662, 1.1199)  0.118
H (1.4818, -2.0445, 0.4460)  0.074
H (-1.8564, -0.9346, -0.6619)  0.057
H (0.9150, 1.4664, -0.1250)  0.110
H (-1.4290, 2.4860, -0.5234)  0.068
H (-1.0122, 1.4018, -1.7196)  0.070

Forces on the atoms, in the same order (eV/Å):
N 0.18 0.21 0.37
C -0.08 0.29 -0.51
C -0.72 -0.60 -0.07
C 0.57 0.03 0.40
C 1.05 0.18 0.50
H 0.07 0.62 -0.19
H -1.13 -0.69 0.19
H -0.15 -0.13 -0.73
H 0.03 -0.13 0.20
H 0.06 0.56 0.06
H 0.35 -0.05 0.06
H -0.48 0.01 -0.14
H 0.18 -0.41 -0.24
H 0.05 0.11 0.10

The LUMO energy comes out at 1.09 eV. The SMILES is C=C(C)CN. As for the HOMO energy: -9.13 eV. The energy relative to the best compared isomer or geometry (same formula, charge and spin) is 0.487 eV. The calculation puts the calculated total energy at -212.533282 Eh. As for the multiplicity: 1. Its frontier orbital gap is 10.2143 eV. For the maximum force, the calculation gives 1.3 eV/Å.

2.
Density functional theory data (wB97M-V/def2-TZVPD) for a cluster of 2 separate species, C13H26B2F6INO7P in total in a non-equilibrium geometry.

Last column: Löwdin charge in e.
Cartesian coordinates (Å):
I (2.6227, -0.7257, -4.1166)  0.792
P (-4.5071, -4.4837, 0.7448)  0.207
F (-5.0376, -4.3335, -0.7693)  -0.192
F (-4.9370, -5.9791, 0.3271)  -0.192
F (-3.2236, -3.6320, 0.2630)  -0.204
F (-5.3589, -4.7253, 2.0907)  -0.191
F (-3.2726, -5.1658, 1.5254)  -0.192
F (-5.2081, -3.0584, 1.0264)  -0.196
O (3.6497, 1.2567, 1.3120)  -0.185
O (-2.1620, 3.9844, -0.1159)  -0.025
O (4.4966, -0.1887, -1.1529)  0.009
O (1.4028, -0.5112, 1.1580)  -0.101
O (0.8871, 3.4732, 0.2413)  0.068
O (0.9940, 2.2339, 2.3865)  0.115
O (1.9325, 1.9158, -2.8466)  -0.038
N (-3.5348, 2.1464, -0.5422)  0.020
C (2.5769, 1.4634, 0.3054)  -0.116
C (3.7437, -2.4065, 0.0218)  -0.016
C (1.8257, 0.6895, -2.6283)  -0.701
C (2.0587, -0.0455, -0.0395)  -0.282
C (-1.5143, -0.0487, 1.2895)  -0.171
C (-0.9750, -1.4777, 0.8192)  -0.158
C (-3.1431, 0.6972, -0.6102)  -0.205
C (-1.6658, 3.0301, -2.3108)  -0.023
C (1.0956, 0.0806, -1.3213)  -0.079
C (0.6124, -1.7019, 0.9406)  -0.184
C (-3.0957, -0.0107, 0.8561)  -0.134
C (4.7341, 2.1755, 1.0708)  -0.108
C (-2.4619, 3.0560, -0.9332)  -0.424
B (3.4510, -0.8680, -0.3881)  -0.381
B (1.4519, 2.3834, 1.0329)  -0.451
H (-1.0109, 0.7566, 0.6598)  0.079
H (-1.8776, 4.0018, -2.8948)  0.095
H (-1.4774, -2.2618, 1.5017)  0.126
H (3.0602, -3.0637, -0.6443)  0.088
H (-1.4906, 0.1338, 2.4125)  0.122
H (-0.5341, 3.0618, -2.0851)  0.075
H (0.1844, 0.7645, -1.1381)  0.118
H (5.3677, 1.8959, 0.1483)  0.097
H (5.3259, -0.1720, -0.6283)  0.101
H (5.4204, 2.1374, 1.9978)  0.108
H (4.3969, 3.2749, 0.9831)  0.108
H (3.5117, -2.6708, 1.1046)  0.082
H (1.5181, 4.2261, 0.2188)  0.111
H (0.7755, -2.3695, 1.8701)  0.140
H (-3.9122, 0.1690, -1.2929)  0.123
H (-1.2887, -1.7688, -0.2507)  0.120
H (-2.1346, 0.5678, -1.1604)  0.099
H (4.8151, -2.6822, -0.3013)  0.076
H (-1.9160, 2.1554, -2.9964)  0.079
H (0.9338, -2.3392, 0.0484)  0.118
H (3.0892, 1.9648, -0.5819)  0.143
H (-3.4170, -1.0997, 0.6587)  0.098
H (0.6494, -0.9228, -1.6729)  0.119
H (-3.6915, 2.3478, 0.4605)  0.108
H (-3.7515, 0.5189, 1.6214)  0.112
H (0.0160, 2.1503, 2.3248)  0.098

Forces on the atoms, in the same order (eV/Å):
I -0.37 0.38 0.64
P -0.38 -0.44 0.07
F -0.62 1.86 -1.67
F 0.24 -2.38 0.80
F 0.92 1.83 -1.72
F -0.77 -1.78 1.47
F 0.55 -1.47 1.78
F 0.13 2.51 -0.74
O 0.60 0.95 -1.04
O -1.07 -2.79 -2.81
O -1.36 -0.43 1.77
O -0.26 -0.61 -1.93
O 1.33 -1.01 1.33
O 0.11 -0.49 -2.71
O -0.44 -5.22 0.82
N 2.82 0.33 -0.06
C 0.57 -0.91 0.73
C 0.00 -0.37 -0.64
C -0.18 4.28 0.59
C 0.82 1.86 -0.98
C -1.59 -0.53 -0.96
C 0.21 -0.36 0.69
C -0.95 -1.39 -0.75
C -0.02 -0.01 -0.10
C -0.82 -0.28 -1.25
C -0.88 -1.54 1.07
C 1.34 -0.35 -1.69
C 0.90 0.30 0.86
C 0.43 2.57 2.49
B 1.23 -0.07 -0.28
B -1.09 1.42 0.30
H -0.40 -0.72 1.33
H 0.09 -1.48 1.12
H 0.75 1.15 -1.24
H 0.93 0.95 1.05
H 0.63 -0.32 -1.47
H -1.84 -0.20 -0.16
H 1.56 -0.77 -0.15
H -1.11 0.45 1.18
H -0.65 -0.41 -0.66
H -1.07 -0.05 -1.44
H 0.28 -1.60 -0.03
H 0.38 0.31 -1.41
H -0.69 -0.72 -0.22
H -0.06 1.15 -1.40
H 1.15 0.66 1.23
H 0.17 0.86 1.58
H -1.46 0.19 1.02
H -1.55 0.32 0.80
H 0.30 1.06 1.01
H -0.08 1.08 1.12
H -1.12 -0.85 0.87
H 0.12 1.73 0.77
H 0.86 1.38 0.76
H -0.04 0.26 -0.92
H 0.74 -0.74 -1.12
H 0.70 0.46 0.33

The LUMO energy comes out at 1.61 eV. As for the HOMO energy: -7.35 eV. The calculation puts the calculated total energy at -2380.532160 Eh. As for the multiplicity: 1. Its frontier orbital gap is 8.9663 eV. For the maximum force, the calculation gives 5.3 eV/Å. Its total charge is -1.

3.
Density functional theory data (wB97M-V/def2-TZVPD) for a structure of composition C24H43IrN3O2P2Si in a non-equilibrium geometry.

Last column: Löwdin charge in e.
Cartesian coordinates (Å):
Ir (-0.7968, 0.2288, -0.8044)  1.089
P (-1.2137, -0.4377, 1.3948)  0.859
P (1.3934, 0.5038, -0.0071)  0.894
Si (-0.4640, 2.2985, -3.6136)  0.317
O (-0.3092, 1.0829, -2.4944)  -0.543
O (-1.5792, -1.5304, -1.9917)  -0.111
N (2.6052, 0.4665, 2.3760)  0.130
N (0.1897, -0.3606, 3.7035)  0.124
N (-3.2083, -2.0472, -3.4242)  0.213
C (-3.0945, -2.4201, 0.8497)  -0.080
C (-2.3853, 0.6189, 2.3078)  -0.216
C (-2.1350, -2.4289, 3.1431)  -0.087
C (1.9199, 2.2296, -0.1560)  -0.201
C (1.1504, 3.2442, -3.7884)  -0.165
C (1.3475, -0.1121, 4.3851)  -0.195
C (2.6034, -0.5465, -0.9667)  -0.683
C (-2.8783, 0.7332, -0.9846)  -0.273
C (1.3561, -0.2558, 5.7744)  0.068
C (3.0362, 0.2211, -2.2162)  -0.086
C (-2.6353, -1.2034, -2.5754)  -0.517
C (3.6649, 0.4058, 5.8854)  -0.039
C (3.8190, -0.8677, -0.0920)  -0.089
C (-3.2728, 0.1452, -2.3442)  -0.181
C (-0.7228, -3.1386, 1.1881)  -0.087
C (2.5374, 0.3029, 3.7245)  -0.200
C (3.6800, 0.5599, 4.4941)  0.067
C (-1.8193, -2.1871, 1.6626)  -0.685
C (0.2891, -0.2140, 2.3708)  -0.415
C (-1.8294, 3.4847, -3.0747)  -0.161
C (2.5150, 0.0027, 6.5215)  -0.037
C (1.4484, 0.1759, 1.7378)  -0.424
C (1.9184, -1.8429, -1.3873)  -0.095
C (-0.8881, 1.4755, -5.2515)  -0.158
H (4.5629, 0.6094, 6.4518)  0.119
H (-0.1237, 0.7618, -5.5488)  0.032
H (1.3358, 3.9198, -2.9537)  0.026
H (-0.5044, -2.9921, 0.1295)  0.058
H (-2.1839, 0.4836, 3.3713)  0.044
H (-1.8830, 3.5647, -1.9908)  0.020
H (4.5732, 0.8836, 3.9796)  0.131
H (-2.9143, 0.7859, -3.1551)  0.084
H (-2.3741, -3.4870, 3.2640)  0.091
H (-1.0628, -4.1671, 1.3181)  0.095
H (1.2742, 2.8416, 0.4733)  0.060
H (0.4429, -0.5721, 6.2578)  0.131
H (-2.2208, 1.6624, 2.0431)  0.054
H (1.0913, 3.8627, -4.6849)  0.037
H (3.5428, -1.4590, 0.7791)  0.075
H (-2.8131, 3.1891, -3.4377)  0.029
H (-3.8799, -1.7086, 1.1045)  0.077
H (2.6244, -2.4295, -1.9763)  0.096
H (-0.9470, 2.2375, -6.0283)  0.034
H (-2.7579, -2.9244, -3.6337)  0.132
H (-2.9021, -2.3796, -0.2192)  0.057
H (-3.0053, -1.8593, 3.4669)  0.082
H (2.0162, 2.5943, -3.9021)  0.022
H (2.4921, -0.1153, 7.5949)  0.118
H (-4.3588, 0.0668, -2.4580)  0.125
H (3.6097, 1.1154, -1.9753)  0.084
H (1.6312, -2.4400, -0.5228)  0.069
H (-3.4211, 0.3589, 2.1003)  0.046
H (1.8565, 2.5630, -1.1872)  0.020
H (-3.4766, -3.4141, 1.0864)  0.097
H (0.1953, -3.0122, 1.7633)  0.081
H (4.5233, -1.4468, -0.6920)  0.094
H (-4.0577, -1.8070, -3.9058)  0.124
H (-1.6381, 4.4871, -3.4558)  0.033
H (-2.9948, 1.8144, -0.9693)  0.043
H (2.9448, 2.3167, 0.2108)  0.059
H (1.0376, -1.6648, -2.0052)  0.059
H (2.1738, 0.4995, -2.8225)  0.059
H (-3.5060, 0.3003, -0.2092)  0.022
H (4.3239, 0.0294, 0.2629)  0.077
H (3.6738, -0.4285, -2.8172)  0.098
H (-1.8448, 0.9538, -5.2416)  0.018
H (-1.2974, -2.1815, 3.7882)  0.058

Forces on the atoms, in the same order (eV/Å):
Ir 0.25 0.54 1.00
P -0.85 -0.20 -1.29
P -0.77 -0.05 -1.21
Si -0.09 -0.64 0.46
O 0.07 0.49 -0.91
O -0.35 -0.12 -0.21
N 0.54 0.03 1.58
N 0.92 0.11 1.42
N -0.21 -0.16 -0.25
C 0.08 0.08 -0.04
C 0.21 -0.09 0.20
C 0.01 -0.16 -0.11
C 0.30 -0.10 0.33
C -0.24 -0.05 -0.04
C -0.89 -0.15 -0.81
C 0.21 0.09 0.29
C 0.21 -0.21 0.20
C -0.78 -0.18 -0.40
C -0.11 0.05 0.00
C 0.44 0.08 0.36
C -0.66 -0.38 1.80
C 0.02 0.02 -0.13
C 0.02 0.01 -0.02
C -0.05 0.03 -0.06
C -0.07 0.07 -1.09
C 0.12 0.14 -0.86
C 0.12 0.26 0.33
C 0.46 0.11 -0.89
C 0.21 -0.06 -0.21
C 1.85 0.49 0.38
C -0.84 -0.27 0.01
C -0.03 -0.04 0.02
C 0.04 0.38 0.15
H -0.03 -0.01 0.03
H 0.14 -0.08 0.01
H -0.03 0.03 0.09
H 0.01 0.03 -0.02
H -0.11 0.04 0.00
H 0.07 -0.02 0.14
H 0.04 0.02 -0.06
H 0.00 -0.03 0.04
H -0.03 -0.04 0.06
H 0.01 -0.05 0.03
H -0.04 0.02 -0.03
H -0.07 -0.01 0.00
H 0.02 -0.01 -0.06
H 0.02 0.07 -0.07
H 0.00 -0.06 0.03
H -0.08 -0.06 -0.02
H -0.05 0.05 0.00
H 0.05 -0.06 -0.01
H -0.03 0.04 -0.16
H -0.01 0.04 0.02
H 0.00 0.03 -0.02
H -0.02 0.06 0.02
H 0.04 -0.10 -0.02
H 0.04 0.01 0.02
H 0.01 -0.02 -0.01
H 0.01 0.03 0.01
H -0.07 -0.04 0.05
H 0.02 -0.04 -0.06
H -0.06 -0.06 -0.04
H 0.00 -0.06 0.02
H 0.06 -0.01 0.02
H 0.05 -0.02 0.01
H 0.04 -0.01 0.01
H 0.00 0.10 -0.09
H -0.06 0.00 -0.07
H 0.00 0.09 -0.04
H -0.03 0.02 0.00
H -0.03 0.03 0.00
H -0.02 0.05 0.02
H 0.02 0.03 -0.02
H 0.03 -0.04 0.00
H -0.07 -0.03 0.09
H 0.01 -0.04 0.05

Its expectation value of S² is 6.0389. The LUMO energy (alpha / beta) comes out at -2.17 / -6.28 eV. As for the HOMO energy (alpha / beta): -9.32 / -10.90 eV. The energy relative to the best compared isomer or geometry (same formula, charge and spin) is 0.171 eV. The calculation puts the calculated total energy at -2331.411883 Eh. As for the multiplicity: 5. Its frontier orbital gap (alpha / beta) is 7.1491 / 4.6250 eV. For the maximum force, the calculation gives 2.0 eV/Å. Its total charge is +1.